156
Properties=species:S:1:pos:R:3:forces:R:3 method="wB97M-V/def2-TZVPD" charge=0 homo_energy_ev=-8.60 fmax_ev_per_a=7.48 gap_ha=0.311 smiles="CCCOCc1c(F)c(CCCCS(=O)(=O)O)c2c(c1Br)Sc1c(PP(=O)(O)O)c(F)c(CCCCS(=O)(=O)O)c(Br)c1N2[PH2]=O.CCOP(=O)(OCC)OCC.CCOP(=O)(OCC)OCC.CCOP(=O)(OCC)OCC"
C 3.493 -6.476 6.009 0.057 -0.498 0.387
C 4.413 -5.896 7.106 -0.529 1.016 -0.831
C 3.873 -4.485 7.490 1.132 -1.299 0.187
O 3.979 -3.659 6.338 -0.988 -0.130 0.263
C 2.994 -2.638 6.284 0.146 0.835 -0.574
C 2.440 -2.491 4.862 0.055 -0.507 0.762
C 3.064 -1.659 3.952 -0.122 -0.132 -0.046
F 4.139 -0.976 4.405 -0.182 -0.094 -0.238
C 2.668 -1.479 2.621 0.474 0.348 -0.074
C 3.511 -0.503 1.790 -0.420 -0.915 -0.401
C 3.820 -0.940 0.338 0.443 0.888 -0.310
C 4.633 0.226 -0.352 -0.717 -0.823 0.604
C 6.126 -0.096 -0.548 -0.207 1.539 -1.043
S 7.115 0.326 0.908 -0.622 -0.937 0.992
O 7.485 -0.909 1.535 0.840 -0.190 -0.571
O 6.433 1.237 1.765 -0.200 0.772 -0.674
O 8.394 1.110 0.329 -0.255 -0.553 0.014
C 1.538 -2.197 2.201 0.789 0.562 0.937
C 0.874 -3.016 3.134 -1.254 -0.160 -1.219
C 1.299 -3.181 4.434 0.488 0.161 0.315
Br 0.373 -4.352 5.641 0.205 0.405 -0.555
S -0.592 -3.859 2.520 -0.139 0.167 0.095
C -1.280 -2.561 1.494 0.990 -0.107 0.449
C -2.641 -2.289 1.435 -0.754 -0.284 -0.563
P -3.844 -3.240 2.434 -0.153 0.386 1.245
P -4.206 -5.141 1.458 -0.508 -1.322 0.231
O -3.155 -6.100 1.824 0.626 0.377 -0.517
O -5.603 -5.662 2.114 0.234 1.048 -0.759
O -4.456 -5.048 -0.143 0.125 -0.128 0.664
C -3.029 -1.256 0.582 0.171 0.031 0.014
F -4.335 -0.926 0.465 0.128 -0.250 0.167
C -2.145 -0.495 -0.152 0.323 1.083 -1.228
C -2.614 0.668 -1.047 1.458 -0.193 0.796
C -2.128 1.997 -0.384 -0.748 0.454 0.437
C -3.255 2.635 0.489 0.882 0.341 0.048
C -3.031 2.346 2.009 -0.517 0.145 -1.329
S -4.581 2.285 2.950 0.587 0.126 3.033
O -4.641 3.433 3.805 0.055 0.858 -1.031
O -4.628 1.074 3.727 -0.282 -0.823 -1.279
O -5.826 2.357 1.939 0.683 -0.516 0.013
C -0.771 -0.771 -0.067 -0.328 -0.779 0.820
Br 0.570 0.204 -1.022 -0.610 -0.267 0.090
C -0.353 -1.810 0.768 0.262 0.532 -0.646
N 1.054 -2.102 0.842 0.287 -1.250 0.753
P 1.474 -3.533 -0.052 -1.315 -0.789 -0.434
O 0.292 -4.075 -0.754 0.190 0.254 -0.454
H 3.393 -5.804 5.147 0.125 -0.065 0.328
H 3.847 -7.450 5.632 -0.085 0.332 0.214
H 2.492 -6.614 6.451 0.234 -0.055 -0.306
H 4.444 -6.531 8.003 0.062 0.139 -0.300
H 5.428 -5.738 6.705 -0.235 -0.279 0.280
H 2.836 -4.606 7.844 0.232 0.361 -0.123
H 4.536 -4.110 8.293 -0.536 0.204 -0.122
H 3.483 -1.692 6.568 -0.373 -0.203 -0.002
H 2.128 -2.817 6.936 0.454 -0.110 0.059
H 4.482 -0.390 2.291 -0.464 0.247 -0.060
H 2.995 0.472 1.761 0.223 -0.251 0.081
H 2.935 -1.083 -0.284 0.032 -0.015 0.493
H 4.389 -1.886 0.320 -0.094 0.331 0.112
H 4.481 1.121 0.272 0.432 -0.203 -0.296
H 4.134 0.462 -1.306 0.581 -0.209 0.099
H 6.302 -1.125 -0.885 0.129 0.214 0.561
H 6.490 0.563 -1.357 0.071 -0.229 0.380
H 9.165 0.519 0.343 -0.139 0.018 0.016
H -5.063 -2.526 2.280 0.356 -0.192 -0.489
H -5.947 -6.405 1.597 -0.031 0.064 0.129
H -3.815 -5.660 -0.544 -0.084 0.200 -0.083
H -2.060 0.571 -1.994 -0.590 -0.119 0.114
H -3.699 0.633 -1.180 0.351 0.136 -0.176
H -1.766 2.725 -1.128 -0.358 -0.337 0.080
H -1.268 1.835 0.285 -0.203 -0.150 -0.416
H -4.226 2.272 0.133 0.192 0.238 0.255
H -3.196 3.725 0.366 -0.402 -0.294 -0.054
H -2.454 3.154 2.480 -0.368 -0.217 -0.057
H -2.459 1.416 2.133 -0.667 -0.007 0.265
H -6.473 1.709 2.266 0.108 0.006 -0.104
H 1.965 -4.508 0.854 0.380 0.715 0.119
H 2.544 -3.231 -0.933 -0.097 0.224 0.516
O 6.435 -9.335 4.848 -1.926 -1.383 2.589
P 6.635 -10.780 4.529 4.478 0.716 -5.949
O 8.283 -10.912 4.583 -0.732 -0.392 0.928
C 9.047 -10.227 5.569 0.404 0.289 0.206
C 9.170 -11.015 6.859 -0.052 -0.176 -0.065
O 6.420 -10.758 2.909 -0.769 -0.351 0.452
C 5.862 -9.625 2.247 0.036 0.296 -0.123
C 6.953 -8.679 1.786 0.159 -0.055 -0.127
O 6.400 -12.402 4.440 -1.212 1.193 1.777
C 6.944 -13.325 5.375 0.053 -0.547 0.530
C 6.200 -13.315 6.695 -0.165 0.014 -0.078
H 8.642 -9.235 5.776 -0.203 -0.053 -0.135
H 10.042 -10.078 5.145 -0.070 -0.076 -0.130
H 8.186 -11.216 7.291 0.017 0.085 0.051
H 9.760 -10.464 7.593 -0.033 0.035 -0.025
H 9.659 -11.976 6.687 0.014 0.020 -0.005
H 5.137 -9.118 2.884 0.121 0.015 0.091
H 5.313 -10.001 1.381 0.068 -0.160 0.054
H 7.618 -8.399 2.603 -0.150 0.047 0.109
H 6.520 -7.774 1.357 0.001 -0.010 0.018
H 7.568 -9.160 1.023 -0.043 0.011 -0.003
H 8.013 -13.165 5.506 -0.025 0.316 -0.034
H 6.845 -14.312 4.918 -0.133 0.145 -0.190
H 6.149 -12.307 7.115 0.107 -0.022 0.056
H 6.688 -13.975 7.413 0.008 0.054 0.014
H 5.174 -13.659 6.556 0.021 0.010 0.005
O -7.124 7.881 -0.920 0.023 3.475 -0.187
P -5.663 8.119 -0.730 2.229 -6.969 0.579
O -5.015 7.262 -1.987 -0.102 1.171 0.055
C -5.636 7.245 -3.268 -0.196 -0.202 -0.490
C -5.204 8.409 -4.139 0.149 0.066 0.108
O -5.356 7.109 0.515 -0.011 0.859 0.225
C -6.409 6.517 1.275 -0.263 -0.228 0.065
C -6.793 5.169 0.701 0.125 -0.075 -0.126
O -4.238 8.847 -0.355 -1.893 1.485 -0.404
C -3.451 9.560 -1.300 0.379 0.549 -0.336
C -4.031 10.922 -1.625 -0.046 0.041 0.175
H -6.724 7.224 -3.188 0.017 0.041 0.256
H -5.337 6.310 -3.747 0.083 -0.019 0.140
H -5.452 9.364 -3.669 -0.091 -0.016 -0.044
H -5.696 8.367 -5.111 0.009 -0.013 0.015
H -4.126 8.393 -4.307 -0.017 -0.024 -0.033
H -7.268 7.184 1.338 0.017 0.001 -0.168
H -6.035 6.387 2.293 0.173 0.040 -0.083
H -7.030 5.232 -0.361 -0.132 0.181 0.034
H -7.654 4.757 1.231 0.028 -0.005 0.011
H -5.964 4.471 0.802 -0.032 0.031 0.036
H -3.278 8.964 -2.195 -0.291 -0.131 0.010
H -2.470 9.693 -0.838 -0.129 -0.111 0.213
H -5.071 10.842 -1.954 0.044 -0.014 -0.114
H -3.448 11.408 -2.408 -0.051 -0.016 -0.021
H -4.020 11.561 -0.741 -0.002 -0.013 -0.019
O -5.953 7.576 -10.459 0.323 3.173 -1.357
P -4.846 8.091 -9.600 1.109 -5.922 4.125
O -3.654 6.982 -9.884 -0.040 1.116 -0.444
C -3.437 6.446 -11.185 0.096 -0.392 -0.395
C -2.515 7.312 -12.023 0.079 0.115 0.150
O -5.364 7.607 -8.128 -0.107 0.886 -0.093
C -6.695 7.140 -7.922 -0.212 -0.282 -0.047
C -6.768 5.635 -8.080 0.102 -0.137 0.121
O -3.847 9.116 -8.796 -1.250 0.944 -1.864
C -2.620 9.595 -9.332 0.543 0.470 -0.252
C -2.827 10.665 -10.385 -0.137 0.083 0.094
H -4.376 6.281 -11.715 -0.124 0.125 0.183
H -2.978 5.465 -11.045 -0.019 0.041 0.163
H -2.928 8.316 -12.148 -0.039 -0.041 -0.086
H -2.370 6.875 -13.012 -0.053 -0.007 0.014
H -1.536 7.412 -11.551 -0.006 -0.024 -0.008
H -7.395 7.646 -8.586 0.095 -0.058 -0.106
H -6.975 7.413 -6.902 0.159 0.060 0.008
H -6.354 5.308 -9.033 -0.104 0.131 -0.092
H -7.801 5.290 -8.005 0.014 0.009 -0.008
H -6.186 5.147 -7.294 -0.037 0.022 0.006
H -2.005 8.774 -9.697 -0.252 -0.167 -0.098
H -2.071 10.026 -8.492 -0.233 -0.056 0.130
H -3.497 10.318 -11.176 0.099 -0.042 -0.057
H -1.873 10.953 -10.829 -0.031 -0.029 -0.037
H -3.282 11.551 -9.942 0.009 -0.018 -0.013

=====

18
Properties=species:S:1:pos:R:3:forces:R:3 method="wB97M-V/def2-TZVPD" charge=0 homo_energy_ev=-9.36 fmax_ev_per_a=3.03 gap_ha=0.369 de_lowest_kcal_mol=58.4 smiles="NCCNCC(=O)O"
N -1.684 1.929 0.889 0.557 0.172 0.342
C -0.820 1.208 -0.055 -1.775 0.335 -0.872
C -1.142 -0.261 0.098 -0.200 -0.877 1.040
N -0.099 -1.197 -0.417 -2.448 0.403 0.908
C 1.089 -1.309 0.437 0.895 -0.084 -2.889
C 2.199 -1.019 -0.663 2.229 -1.078 0.946
O 1.938 -0.239 -1.731 -1.943 0.626 1.277
O 3.327 -1.428 -0.552 -0.258 -0.309 0.292
H 1.021 0.114 -1.552 0.834 -0.713 -0.791
H -1.067 2.368 1.553 -0.409 0.336 0.367
H -2.273 2.634 0.454 0.412 -0.118 0.066
H 0.222 1.510 -0.022 0.306 -0.260 0.359
H -1.192 1.504 -1.025 0.340 0.059 -0.732
H -1.252 -0.443 1.160 0.114 0.082 0.637
H -2.216 -0.434 -0.219 1.463 -0.089 -0.494
H -0.552 -2.108 -0.495 0.389 0.252 -0.125
H 1.323 -0.552 1.162 -0.813 0.775 0.491
H 1.178 -2.276 0.978 0.307 0.488 -0.823

=====

19
Properties=species:S:1:pos:R:3:forces:R:3 method="wB97M-V/def2-TZVPD" charge=0 homo_energy_ev=-10.99 fmax_ev_per_a=2.63 gap_ha=0.447 de_lowest_kcal_mol=17.8 smiles=CCC.CC
C 0.321 -0.985 -0.659 0.548 0.938 -1.255
C 0.642 0.285 -1.528 -0.552 -0.828 0.657
C 0.824 -2.232 -1.377 0.093 -0.063 -0.036
H 0.898 -0.792 0.242 -0.389 -0.681 0.395
H -0.754 -1.024 -0.515 0.020 -0.106 0.543
H -0.266 0.644 -2.003 0.142 -0.183 -0.708
H 1.445 -0.020 -2.190 -0.082 0.493 -0.524
H 0.561 -3.174 -0.912 0.071 -0.122 0.611
H 0.421 -2.363 -2.382 -0.001 0.496 -0.181
H 0.961 1.127 -0.931 0.330 0.118 0.337
H 1.911 -2.156 -1.445 -0.001 -0.254 -0.134
C -0.690 2.108 1.518 -0.193 0.656 2.539
C -1.076 0.686 1.955 0.463 0.369 -0.919
H 0.234 2.292 2.082 0.627 0.250 -1.302
H -0.770 2.362 0.469 0.633 -0.351 -0.178
H -1.289 2.885 2.031 -0.432 -0.503 -0.234
H -2.144 0.570 1.769 0.148 -0.728 0.201
H -0.767 0.465 2.976 -0.576 0.424 0.267
H -0.433 -0.009 1.399 -0.849 0.077 -0.080

=====

82
Properties=species:S:1:pos:R:3:forces:R:3 method="wB97M-V/def2-TZVPD" charge=+3 homo_energy_ev="-15.84 / -16.87" fmax_ev_per_a=1.98 gap_ha="0.317 / 0.198" multiplicity=5
Pt -0.589 0.749 0.518 -0.348 0.592 0.394
C -1.747 3.425 3.831 0.134 -0.070 0.243
C -2.209 2.611 2.671 -0.391 0.323 -0.148
O -1.850 1.431 2.494 0.099 -0.328 -0.171
N -3.059 3.187 1.813 0.073 0.076 0.069
C -3.603 2.465 0.683 -0.004 -0.294 -0.223
C -2.888 2.814 -0.600 -0.450 0.210 -0.067
C -3.478 3.648 -1.542 0.163 -0.133 0.039
C -2.787 3.956 -2.704 0.069 -0.068 0.063
C -1.514 3.435 -2.880 0.029 -0.039 0.188
C -0.984 2.632 -1.885 -0.138 0.380 -0.456
N -1.662 2.315 -0.783 0.356 -0.728 0.266
H -1.070 2.842 4.451 -0.021 0.007 -0.059
H -2.594 3.745 4.434 -0.091 0.040 0.042
H -1.230 4.320 3.489 0.031 0.065 -0.060
H -3.341 4.147 1.955 0.054 -0.058 0.076
H -4.669 2.683 0.592 0.112 -0.047 0.013
H -3.462 1.394 0.885 -0.216 0.329 -0.030
H -4.470 4.038 -1.369 -0.040 0.020 0.026
H -3.232 4.597 -3.451 -0.022 0.022 -0.055
H -0.937 3.647 -3.766 0.087 0.056 -0.085
H 0.019 2.238 -1.975 -0.049 -0.025 -0.039
C -3.531 -2.076 3.581 -0.144 0.419 -0.150
As -1.719 -1.384 3.252 -0.291 -1.587 0.699
C -0.953 -1.440 5.046 0.240 0.336 -0.069
C -0.879 -2.803 2.177 -0.104 0.621 0.230
C -0.187 -3.785 2.871 -0.129 0.053 0.098
C 0.390 -4.838 2.177 0.044 -0.029 0.006
C 0.308 -4.886 0.797 0.106 -0.062 0.070
C -0.361 -3.890 0.103 -0.164 0.221 -0.078
C -0.964 -2.838 0.787 -0.090 0.140 -0.323
As -1.744 -1.359 -0.217 -0.372 -0.197 0.079
C -1.597 -1.868 -2.097 0.107 0.065 0.058
C -3.698 -1.484 -0.039 0.199 -0.004 -0.001
H -3.442 -2.906 4.286 0.243 0.029 -0.065
H -4.008 -2.429 2.669 0.133 0.042 -0.012
H -4.148 -1.306 4.040 0.033 0.045 -0.014
H -1.382 -2.270 5.609 -0.101 -0.071 -0.211
H -1.201 -0.513 5.564 -0.072 0.005 -0.119
H 0.132 -1.518 5.006 -0.085 -0.019 -0.136
H -0.100 -3.742 3.948 0.033 -0.051 0.040
H 0.916 -5.606 2.724 0.047 -0.072 0.014
H 0.786 -5.687 0.254 -0.018 -0.101 -0.030
H -0.405 -3.935 -0.978 -0.017 -0.057 0.031
H -2.275 -2.701 -2.302 0.109 0.050 0.119
H -0.578 -2.146 -2.372 -0.079 0.038 0.079
H -1.909 -1.018 -2.709 -0.002 -0.014 0.123
H -3.980 -2.539 -0.048 0.057 0.084 0.028
H -4.151 -0.996 -0.906 0.130 0.007 0.079
H -4.067 -1.005 0.866 0.067 -0.013 -0.002
F 0.359 0.583 3.506 0.002 0.219 -0.297
C 0.806 0.448 2.226 -0.397 -0.835 -0.619
F 1.303 -0.835 2.186 0.480 0.051 -0.022
C 1.957 1.453 2.039 0.242 0.617 -0.053
F 1.548 2.422 1.163 -0.058 0.056 0.166
F 2.322 2.064 3.145 0.033 -0.088 0.083
F 3.030 0.893 1.471 0.050 -0.251 0.062
N 1.212 -0.063 -0.828 -0.698 0.466 0.559
S 2.446 0.844 -1.354 1.459 -0.830 -1.056
C 2.183 0.910 -3.165 -0.297 0.270 0.182
C 1.022 0.417 -3.731 -0.122 -0.239 0.147
C 0.864 0.504 -5.106 -0.022 0.074 0.071
C 1.845 1.102 -5.882 0.012 0.047 -0.084
C 2.996 1.604 -5.294 -0.069 0.042 0.123
C 3.161 1.535 -3.919 0.241 0.003 0.215
C 3.929 -0.185 -1.229 -0.257 0.407 0.199
C 3.883 -1.528 -1.571 -0.070 -0.013 -0.190
C 5.045 -2.273 -1.467 -0.198 -0.098 -0.012
C 6.217 -1.692 -1.005 0.020 0.147 0.020
C 6.241 -0.350 -0.658 -0.016 -0.016 -0.016
C 5.090 0.415 -0.767 -0.105 0.203 -0.002
H 1.533 -0.889 -0.331 0.280 -0.302 0.127
H 0.265 -0.039 -3.113 -0.072 -0.061 -0.021
H -0.028 0.110 -5.568 -0.074 -0.043 -0.031
H 1.707 1.198 -6.948 0.014 -0.081 -0.067
H 3.760 2.069 -5.896 0.075 0.055 -0.045
H 4.045 1.943 -3.455 0.167 0.061 0.031
H 2.969 -1.974 -1.937 -0.064 -0.121 -0.123
H 5.034 -3.312 -1.760 -0.004 -0.100 0.019
H 7.116 -2.284 -0.914 0.034 -0.041 -0.032
H 7.150 0.106 -0.299 0.065 0.036 0.029
H 5.099 1.458 -0.492 0.031 0.155 0.072

=====

Number 1: calculated total energy -12022.453420 Ha. Number 2: calculated total energy -418.367881 Ha. Number 3: calculated total energy -198.860805 Ha. Number 4: calculated total energy -6968.391386 Ha.